36
Properties=species:S:1:pos:R:3:forces:R:3:nbo_charge:R:1 method="wB97M-V/def2-TZVPD" homo_lumo_gap_ev=4.8 spin_multiplicity=1 homo_energy_ev=-9.645 lumo_ev=-4.81 total_charge=+1
S -0.66072 -0.82151 2.85803 1.1581 -0.2847 -0.6249 0.46
S -1.84866 1.24467 -3.29482 2.4808 2.8223 0.6219 0.88
S 0.74684 -2.76678 0.81831 0.1600 1.2526 0.7009 0.49
N 1.43280 0.22712 -1.80153 -2.7958 2.6631 -1.4276 -0.50
C 0.65506 -1.32483 1.81381 -1.6226 -1.2102 -0.2716 -0.19
C 1.78547 -0.49161 1.80286 1.7249 1.0910 0.1125 -0.12
C -0.22365 1.83226 -2.79141 -3.6911 1.2614 -1.8729 -0.78
C -1.96187 2.23374 -4.80761 -0.5339 -0.2923 -0.5921 -0.75
C -1.59852 -3.35224 2.16526 0.1991 -0.2461 0.3888 -0.42
C 2.92786 1.52436 2.52655 -0.0227 0.2085 0.1542 -0.22
C 4.08144 1.11692 1.87645 -0.1118 -0.1428 -0.1047 -0.09
C 4.08754 -0.06973 1.16017 0.3080 0.0268 -0.0458 -0.22
C 0.63595 1.00821 -2.27690 5.6656 -6.0621 3.4401 0.22
C 2.96822 -0.85537 1.10807 -0.7735 -0.1115 0.2451 -0.08
C -2.79877 2.40595 -2.27924 -0.9159 -0.1997 0.0870 -0.76
C 1.80246 0.74340 2.50051 -0.2189 -0.6156 -0.2415 -0.12
C -0.90106 -3.44051 0.81420 -0.9481 -0.0912 0.0894 -0.56
C -2.01145 -1.92065 2.48935 -0.6899 -0.6152 -0.5213 -0.55
H -2.69279 -1.89007 3.34471 0.3047 0.0912 0.0329 0.26
H -3.82034 2.46603 -2.64299 -0.2062 -0.0453 -0.0576 0.23
H 4.97879 -0.37748 0.64068 0.1087 -0.0504 -0.1129 0.24
H -2.47117 -4.01947 2.19239 0.1101 0.3326 -0.1816 0.25
H -1.47705 -2.90486 0.05513 0.0498 -0.0705 -0.0016 0.23
H -2.55195 -1.48697 1.64422 -0.0566 -0.0548 0.0772 0.23
H -0.91979 -3.72194 2.94385 -0.1276 0.0132 -0.0630 0.23
H 0.02638 2.86587 -2.91894 -0.4700 0.4134 -0.2641 0.24
H -1.37181 1.77359 -5.59497 0.0944 -0.1992 0.1437 0.26
H -1.59435 3.24276 -4.64539 0.0903 -0.0680 0.3447 0.24
H 0.91064 1.06792 3.00673 -0.0747 0.2205 0.1205 0.22
H -2.35762 3.39810 -2.30589 0.2714 -0.1210 -0.2023 0.24
H -0.82430 -4.47709 0.47204 0.2619 0.1649 0.1238 0.27
H 2.91392 2.46042 3.05715 -0.0172 0.1557 0.1091 0.23
H 4.96743 1.72758 1.91551 0.1398 0.1109 -0.0090 0.23
H -2.99512 2.28695 -5.13796 -0.1699 -0.0643 -0.0034 0.23
H 2.97837 -1.76876 0.54009 0.1673 -0.0856 -0.1646 0.23
H -2.81820 2.06400 -1.24844 0.1514 -0.1973 -0.0294 0.24


57
Properties=species:S:1:pos:R:3:forces:R:3:nbo_charge:R:1 method="wB97M-V/def2-TZVPD" homo_lumo_gap_ev=9.8 spin_multiplicity=1 homo_energy_ev=-9.406 smiles="CC[C@@]1(S)C(=O)N[C@](O)(C(F)(F)c2cccc(C(F)(F)F)c2)[C@@]1(CCF)COc1ccccc1" lumo_ev=0.44
S 2.97224 2.18761 -0.37497 -0.3356 0.8101 -0.6743 -0.02
F -0.28416 0.90628 -2.88020 -0.1065 0.3852 0.4750 -0.34
F 1.60978 -1.95746 -6.70435 0.0293 -0.2063 -0.2152 -0.31
F -1.55766 3.78820 -1.62095 -0.0335 -0.1546 -0.0991 -0.36
F 2.95144 -2.12745 -5.00616 -0.0751 0.1715 -0.4054 -0.33
F -1.93208 -0.06021 -1.74134 0.1249 0.6796 0.3672 -0.33
F 2.18664 -3.92436 -5.90231 -0.1860 0.1823 -0.5956 -0.32
O -0.18831 -1.37742 -0.13682 -0.7694 0.7333 1.0009 -0.72
O 3.14721 -1.06419 0.64262 -0.9603 0.6727 -0.8879 -0.49
O -0.37824 -0.06020 2.29238 -0.0767 0.2674 -0.1697 -0.55
N 1.64040 -0.56898 -1.15873 -0.4546 -0.1445 0.1665 -0.74
C -2.04112 1.00417 5.36451 0.3090 0.2138 -0.0553 -0.18
C 1.85647 2.49166 2.75425 0.7271 -0.6637 0.0707 -0.63
C -0.72171 0.92688 1.31355 0.4103 -0.3512 0.7853 -0.08
C -1.15708 0.93833 4.31113 0.7028 0.7267 0.0589 -0.29
C 2.28217 1.19093 2.03688 -0.5589 0.1964 -0.0340 -0.43
C 2.35305 -0.34201 0.10594 0.0303 1.0091 -0.6561 0.73
C -2.29080 -0.95637 3.40116 -0.1322 -0.2785 -0.3216 -0.28
C -0.10658 -3.73456 -4.41584 0.1759 -0.3772 -0.4678 -0.19
C 0.04017 2.45928 -0.45137 -1.0254 -0.0341 -0.3955 -0.45
C 0.52459 -1.50942 -3.85143 0.7659 1.3682 0.0014 -0.19
C -1.29197 -2.48891 -2.74940 -0.7423 0.1612 0.8986 -0.17
C -0.61030 -0.13466 -2.05790 0.2673 -1.4213 -1.0014 0.66
C -0.46067 -1.40577 -2.89962 0.0672 0.2067 0.0509 -0.10
C -1.28311 -0.02574 3.33964 0.4589 -0.1953 -0.5016 0.36
C -1.44337 2.85245 -0.60250 0.1989 0.0713 0.6850 0.05
C 1.82915 1.05992 0.54958 1.8818 -1.8395 2.4953 -0.20
C 0.70826 -2.63975 -4.59865 0.4488 -0.2181 -0.8457 -0.08
C -1.11167 -3.63127 -3.49230 -0.7808 -0.7228 0.3886 -0.22
C 1.84861 -2.65904 -5.59922 0.2430 -0.2864 1.6180 0.97
C 0.30837 1.06170 0.18481 0.5905 0.3528 -0.6681 -0.11
C -3.16682 -0.89335 4.46370 -0.6979 -0.8802 -0.1486 -0.20
C 0.26668 -0.19585 -0.77111 -0.0058 -1.1401 -1.1150 0.40
C -3.04805 0.06552 5.43464 -0.4447 0.5506 1.0137 -0.23
H 3.94192 1.36518 -0.83053 -0.4075 -0.2806 0.3638 0.15
H -2.11341 2.00860 -0.78221 0.1497 0.1841 -0.3647 0.18
H -3.96753 -1.62591 4.51741 0.0685 0.1030 0.0649 0.22
H 0.88457 2.87072 2.43800 0.1338 0.0523 0.1108 0.19
H 3.37388 1.14237 2.02479 -0.1479 0.0116 -0.0269 0.22
H -3.73806 0.12127 6.27163 -0.0391 -0.1903 -0.1742 0.22
H 0.48266 2.57905 -1.44164 0.0828 -0.2019 0.2195 0.26
H -2.39665 -1.70728 2.62514 0.0931 0.0768 0.0628 0.23
H 0.03910 -4.64710 -4.98174 0.0182 0.1059 0.0269 0.23
H -1.78778 3.35136 0.31163 -0.0486 -0.0822 -0.1371 0.16
H 1.97006 0.29100 2.57543 -0.2728 0.2910 -0.0767 0.24
H -0.33591 1.64597 4.23287 -0.1143 -0.0636 0.0067 0.22
H 0.41337 -2.09330 -0.37213 0.0950 0.1383 -0.1638 0.50
H -1.70725 0.65626 0.90922 0.2145 0.1558 -0.1922 0.21
H -1.78353 -4.46281 -3.30364 0.1149 0.0129 -0.1501 0.22
H 2.64183 3.23617 2.59238 -0.3905 0.1836 -0.0612 0.22
H -0.81373 1.88467 1.84251 -0.0727 -0.0521 -0.2451 0.19
H -2.08680 -2.44975 -2.01129 0.0768 -0.0258 -0.0963 0.23
H 1.91271 0.04282 -1.92605 0.6767 -0.0300 0.2761 0.40
H 0.49538 3.20979 0.20485 0.0921 -0.1657 -0.1183 0.22
H -1.91172 1.79241 6.09795 -0.1637 -0.1737 0.0721 0.22
H 1.19445 -0.66678 -4.00291 -0.0664 -0.1283 -0.0885 0.23
H 1.84093 2.27933 3.82870 -0.1388 0.2343 -0.1264 0.22


23
Properties=species:S:1:pos:R:3:forces:R:3:nbo_charge:R:1 method="wB97M-V/def2-TZVPD" homo_lumo_gap_ev=10.2 spin_multiplicity=1 homo_energy_ev=-9.501 smiles="CN1CCC[C@@H](C(=O)O)C1" lumo_ev=0.72
O -1.60830 -1.33200 -1.25660 0.8494 -0.0696 0.2617 -0.70
O -3.40899 -0.67820 -0.10623 -0.5277 -0.2101 -0.2711 -0.58
N 0.88223 -0.62304 -0.17581 -0.6919 0.7237 -0.3469 -0.48
C -0.06241 1.62661 -0.81566 -0.1164 -0.1065 1.1167 -0.42
C 0.04351 -0.69502 1.00747 -0.7010 0.4398 0.3660 -0.23
C -1.30829 0.02215 0.75301 -0.0928 -0.4876 0.9635 -0.35
C 2.02361 -1.48068 -0.06456 1.0415 -0.0246 -0.5872 -0.40
C 1.21157 0.78982 -0.54975 -0.6991 -0.8112 -0.1986 -0.22
C -1.07258 1.47604 0.36850 0.3906 0.9254 -0.5265 -0.39
C -2.22226 -0.71287 -0.23741 0.7880 0.5469 0.2524 0.79
H -0.67029 2.02368 1.24086 -0.0151 -0.3583 -0.1979 0.20
H 2.75937 -1.19497 0.71389 -0.2258 0.1764 -0.2094 0.17
H 0.51394 -0.18228 1.85788 0.1492 -0.0208 0.1255 0.18
H 1.80934 0.73942 -1.45142 0.1253 -0.0296 -0.2745 0.21
H 1.85376 1.22792 0.20825 0.0351 0.2789 0.4864 0.17
H 2.52853 -1.53020 -1.04308 0.0331 0.1046 0.3943 0.21
H -0.60802 -1.25667 -1.10860 -0.9070 0.1031 -0.2140 0.51
H -0.54626 1.28627 -1.72299 0.0118 -0.1134 -0.2997 0.21
H -0.10343 -1.74950 1.31266 0.0189 0.4620 -0.3293 0.21
H 1.71050 -2.48627 0.16223 -0.2507 -0.4031 0.1212 0.21
H 0.19949 2.69215 -0.94835 -0.0342 -0.5052 0.0359 0.22
H -2.03592 1.97845 0.15443 0.4421 -0.3342 -0.1169 0.23
H -1.88906 0.05919 1.70127 0.3769 -0.2865 -0.5516 0.24


31
Properties=species:S:1:pos:R:3:forces:R:3:nbo_charge:R:1 method="wB97M-V/def2-TZVPD" homo_lumo_gap_ev="7.6 / 8.1" spin_multiplicity=2 homo_energy_ev="-16.642 / -18.051" s2=0.754 lumo_ev="-9.08 / -9.94" total_charge=+2
Br -3.00387 -0.17761 -0.24097 -0.1495 0.5727 0.1501 0.26
Br -0.29387 -2.85686 1.24300 0.1070 -0.3072 0.3411 -0.02
Cu 0.20371 -1.88676 3.56022 -0.1281 0.1315 -0.3752 0.95
S 0.36187 3.30831 0.11750 -0.0359 -0.3144 0.0906 2.38
P -0.48787 -0.77808 -1.07971 0.1143 0.3357 0.3528 1.02
F -1.09655 3.74587 -0.24873 0.1361 0.2873 -0.0095 -0.43
F 0.96424 4.44544 -0.76863 -0.0986 -0.1842 0.1759 -0.42
F 2.42317 2.93698 1.74043 -0.1589 -0.1214 -0.9111 -0.28
F 0.34616 4.22021 1.38658 0.1822 0.0270 -0.2793 -0.42
F -0.27386 2.12053 0.98251 -0.3043 -0.2386 0.3082 -0.49
F 2.95936 2.98712 -0.42039 -0.5378 0.0084 0.6959 -0.29
F 3.50206 0.83282 0.97582 -0.3382 -0.1956 0.0046 -0.30
F 1.40257 0.34103 1.32949 0.1193 -0.0380 -0.1323 -0.36
F 0.30368 2.31365 -1.16335 0.1149 -0.0551 -0.3234 -0.50
C -1.24203 -2.32215 -0.40031 -0.1113 0.2479 -0.2613 -0.55
C -2.74761 -2.10274 -0.26808 -0.0063 -0.4997 -0.0376 -0.28
C 2.24621 0.29329 -0.91860 -0.1223 -0.2088 0.0419 -0.47
C 2.07606 2.54049 0.50149 0.4456 0.3581 0.1531 0.47
C 2.25419 0.97458 0.45456 0.2488 0.0198 0.1260 0.64
C 1.32451 -0.92925 -1.10003 0.5154 0.3332 -0.1360 -0.74
C -3.49707 -2.77049 0.86266 -0.1399 0.2761 0.0190 -0.64
H -0.88595 -0.71038 -2.41840 -0.1444 -0.0974 -0.0399 0.05
H 3.24486 -0.12183 -1.02331 0.1775 0.0565 -0.0582 0.28
H -1.06202 -3.16649 -1.06206 0.2407 -0.2395 0.1645 0.29
H -4.56245 -2.63923 0.69522 -0.1042 -0.0079 -0.0161 0.27
H 1.52505 -1.30235 -2.10645 0.0084 -0.1221 -0.1256 0.29
H -3.26621 -2.31249 1.81986 0.1404 -0.0981 0.1343 0.23
H 1.62795 -1.70477 -0.40669 -0.1684 -0.1502 0.2038 0.27
H 2.13635 1.00793 -1.72047 -0.1427 0.1904 -0.0811 0.27
H -3.30124 -3.83850 0.88084 0.1264 -0.1345 0.0211 0.25
H -3.18141 -2.44826 -1.20399 0.0138 0.1679 -0.1963 0.27


69
Properties=species:S:1:pos:R:3:forces:R:3:nbo_charge:R:1 method="wB97M-V/def2-TZVPD" homo_lumo_gap_ev=4.6 spin_multiplicity=1 homo_energy_ev=-1.034 lumo_ev=3.54 total_charge=-2
Cs -0.77419 0.47042 -0.36265 -0.0297 -0.2871 -0.0968 0.90
Te -4.39647 1.82643 -1.63423 -0.2769 -0.1942 0.2970 0.06
Te 2.02961 -0.10108 2.45760 0.5491 1.3904 0.0514 -0.33
Se -0.87096 3.14461 -2.37993 0.6423 0.1506 -0.1950 -0.79
Se -3.08625 3.59340 -2.84193 -0.3535 0.4374 -0.0972 -0.27
Se -5.47193 0.38708 -3.35572 -0.0098 -0.1184 -0.0574 -0.86
S -1.38675 -2.37352 -3.21168 -0.0806 -0.2622 0.4937 -0.44
N 1.26376 -2.62622 1.95866 -0.1832 -1.9405 -0.1255 -0.34
N -2.37315 -0.41859 -4.67901 0.2022 -0.0477 -0.0483 -0.61
N 2.16358 -3.59370 -3.31585 0.1303 -0.2852 -0.1385 -0.07
N -0.20475 -1.11886 -5.18068 0.1218 0.1849 -0.1495 -0.63
N 1.91452 -3.87625 -2.03414 -0.0464 0.6304 0.1586 -0.20
N 2.00050 -1.72956 -2.22728 -0.1220 0.1487 0.2179 -0.29
N 2.20968 -2.31563 -3.41623 0.0539 -0.1134 -0.1366 -0.10
C -0.09313 -0.80436 -6.59108 0.0703 0.1489 -0.0282 -0.21
C 5.30364 -6.05215 2.80974 -0.1731 0.1629 -0.0442 -0.24
C 1.04304 -0.42438 7.26355 0.0040 -0.0232 0.0745 -0.27
C 0.04101 -5.94694 -3.16258 0.0462 -0.0816 0.1571 -0.63
C 0.47583 -5.90136 -1.69917 -0.0344 0.2408 -0.0426 -0.21
C 1.58778 -0.24665 4.50472 0.0333 -0.0205 -0.0779 -0.21
C -3.29198 1.03861 -6.44702 0.0780 -0.0546 0.0258 -0.62
C 0.33110 -0.63871 4.97164 -0.0550 -0.0616 -0.0841 -0.26
C 3.13228 -4.31934 2.39826 1.0858 -1.0434 0.1752 -0.16
C 1.07926 0.14308 -6.82059 -0.1736 -0.0327 0.0110 -0.61
C -0.58612 -5.20537 -0.84964 0.1131 -0.1834 -0.0552 -0.62
C 2.29783 -0.02645 6.81753 -0.0632 -0.0385 0.0238 -0.22
C 1.84583 -5.23131 -1.52785 -0.2101 -0.4141 -0.1200 -0.21
C -2.32947 0.91062 -5.27422 -0.1162 0.1388 -0.2288 -0.25
C 5.14196 -5.40447 1.58939 0.2575 -0.2100 0.0927 -0.22
C 4.07743 -4.55490 1.37803 -0.4114 0.3926 0.1780 -0.14
C 0.06190 -0.72698 6.32860 -0.0362 0.0067 0.1036 -0.22
C 4.37197 -5.83255 3.81944 0.2842 -0.1876 0.0523 -0.21
C 2.04023 -3.47727 2.16060 -1.0170 1.0468 -0.2148 0.23
C 3.29669 -4.99272 3.62437 -0.2680 0.4132 -0.2349 -0.18
C -1.33421 -1.21281 -4.44000 -0.1121 0.0148 -0.0538 0.36
C 2.56171 0.05815 5.46007 0.1135 0.0391 0.0875 -0.26
C 1.80564 -2.70668 -1.37800 0.0951 -0.1354 -0.1152 0.15
H -3.05236 0.34208 -7.25556 0.0298 0.0010 -0.0379 0.17
H -1.51420 -5.77648 -0.88104 -0.0554 0.0303 0.0415 0.21
H 2.57795 -4.82290 4.41490 0.0031 0.0101 0.0089 0.23
H -1.30735 1.15346 -5.55875 -0.0207 0.0150 0.1257 0.19
H -0.21491 -4.94578 -3.50782 0.0113 0.0445 -0.0867 0.25
H -0.84941 -6.56960 -3.25895 -0.0190 -0.0196 -0.0469 0.20
H -0.44140 -0.87848 4.25073 -0.0199 0.0063 0.0216 0.21
H -3.26380 2.05800 -6.83410 -0.0199 0.0306 -0.0317 0.20
H 2.60307 -5.80734 -2.06330 0.0425 0.0647 0.0578 0.21
H 2.10570 -5.19699 -0.46872 0.0430 0.0234 -0.0505 0.22
H 1.61234 -2.61468 -0.32225 -0.0488 0.0179 0.0487 0.25
H -3.20686 -0.57742 -4.10877 -0.0290 -0.0127 0.0627 0.46
H 6.14883 -6.70648 2.97638 -0.0001 -0.0162 -0.0059 0.20
H 0.06329 -1.73613 -7.15228 -0.0300 0.0539 0.0012 0.17
H -0.92651 -1.02389 6.66178 -0.0042 -0.0285 -0.0109 0.20
H 3.96523 -4.03218 0.43633 0.0515 -0.0009 -0.0049 0.21
H 0.58339 -1.62569 -4.80370 -0.1219 -0.1014 0.1226 0.42
H 1.99087 -0.30201 -6.42049 0.0674 0.0287 -0.0471 0.21
H -0.79967 -4.21561 -1.25170 -0.0047 0.0820 0.0570 0.24
H 0.82814 -6.35144 -3.80140 -0.0108 -0.0245 -0.0478 0.20
H 3.07308 0.22293 7.53380 0.0159 -0.0027 -0.0001 0.19
H 0.90689 1.08035 -6.29214 0.0223 0.0348 0.0117 0.22
H 0.61070 -6.92658 -1.33416 0.0503 0.0258 0.0376 0.19
H 3.53989 0.38100 5.12544 0.0022 -0.0226 -0.0264 0.21
H -4.30290 0.82826 -6.09952 -0.0366 0.0327 0.0039 0.24
H 1.21638 0.35500 -7.88216 0.0394 -0.0308 -0.0304 0.19
H 5.87125 -5.55790 0.80340 -0.0423 0.0218 -0.0351 0.21
H -0.26520 -5.11235 0.18991 -0.0477 0.0436 0.0364 0.21
H -1.02345 -0.36678 -6.94537 0.0414 -0.0687 0.0101 0.21
H -2.62767 1.62766 -4.50616 0.0788 -0.0745 -0.0350 0.25
H 4.50570 -6.31910 4.77826 -0.0718 0.0022 -0.0042 0.21
H 0.83596 -0.49868 8.32479 -0.0244 0.0218 -0.0015 0.19


17
Properties=species:S:1:pos:R:3:forces:R:3:nbo_charge:R:1 method="wB97M-V/def2-TZVPD" homo_lumo_gap_ev="7.8 / 6.7" spin_multiplicity=3 homo_energy_ev="-7.711 / -10.011" s2=2.030 lumo_ev="0.08 / -3.34"
Cl 1.45404 0.73573 1.92702 -0.0082 0.0006 0.1010 0.16
Cl 1.84607 2.40553 -2.94275 0.4152 0.2881 -0.8452 -0.07
O 2.34833 2.77070 -0.46006 1.9262 1.8194 2.8275 -0.44
N -0.61592 -0.45899 -1.26117 -0.8370 -2.3729 -0.1304 -0.04
N 0.11901 0.35160 -1.80993 2.2171 3.1330 -2.1548 -0.17
C 1.82423 2.06034 -1.21045 -1.0650 0.1865 -3.6698 0.43
C -1.65305 0.10796 0.73635 -0.3658 -2.7744 3.2358 -0.60
C 0.76684 0.36595 0.47179 -0.4171 -0.2347 -3.1437 -0.09
C -0.22771 -2.04438 0.60878 -0.2749 -1.0045 -0.6224 -0.64
C 0.96632 1.01342 -0.95564 -1.3862 -3.0917 3.1290 0.14
C -0.38492 -0.56602 0.11982 -0.6556 -0.2680 4.6393 -0.04
H -1.54332 0.02887 1.89246 -0.1323 0.3250 -1.8639 0.22
H -2.65820 -0.32025 0.53449 0.8693 -0.2387 -0.3306 0.23
H 0.49113 -2.41843 1.39991 -1.1694 1.5293 -0.1127 0.25
H -1.69550 1.09887 0.46775 0.0252 2.4399 -0.5927 0.21
H -1.23332 -2.51002 0.67195 0.5658 0.3550 0.5993 0.23
H 0.19599 -2.62088 -0.19033 0.2926 -0.0919 -1.0658 0.23